1.
Density functional theory data (the ωB97M-V functional and the def2-TZVPD basis) for a structure of composition C26H58OP4Tm.

Calculated values
Energy above the lowest of the compared OMol25 structures with the same formula, charge and spin in kcal/mol: 2.2
Highest occupied orbital energy (alpha / beta) in eV: -17.0 / -17.0
Expectation value of S²: 2.00
E_LUMO (alpha / beta) in eV: -10.13 / -10.08

The geometry in ORCA input format:
```
! wB97M-V def2-TZVPD RIJCOSX def2/J DEFGRID3
* xyz 3 3
Tm 0.3232 0.4192 -0.8815
P 1.1230 -2.1573 -1.6652
P 2.9487 0.0093 0.4473
P -2.4503 0.2642 -1.3363
H 2.5430 2.2681 -1.3673
C 1.4786 2.5491 -1.3684
C 0.8033 3.0319 -0.2751
H 1.2167 3.2322 0.7026
C 2.0401 -2.4360 -3.2237
C 1.8072 -3.4821 -0.5457
C -0.4269 -3.0537 -2.0991
C 3.4329 1.4636 1.4829
C 3.6797 -1.3278 1.4947
C 4.2440 0.0333 -0.8732
C -3.0944 1.8831 -0.7947
C -3.5313 -0.9205 -0.4947
C -3.1304 0.2096 -3.0643
H 1.0500 2.7724 -2.3638
H -0.2174 3.3722 -0.3864
H 1.2534 -2.3696 -3.9864
H 2.5315 -3.4234 -3.2641
H 2.7765 -1.6537 -3.4406
H 1.5515 -4.4960 -0.8880
H 1.4297 -3.4019 0.4867
H 2.8981 -3.4253 -0.5055
H -0.1577 -3.9650 -2.6387
H -1.0943 -2.4735 -2.7387
H -1.0058 -3.3637 -1.2267
H 4.5260 1.5041 1.5874
H 2.9654 1.3588 2.4727
H 3.0722 2.3850 1.0134
H 4.7787 -1.3184 1.3836
H 3.2984 -2.3089 1.1770
H 3.4302 -1.1834 2.5588
H 5.1715 0.4774 -0.4717
H 3.8867 0.6293 -1.7262
H 4.4278 -0.9984 -1.2160
H -4.0322 2.0775 -1.3293
H -2.3935 2.6969 -1.0220
H -3.2632 1.9182 0.2866
H -4.5753 -0.6792 -0.7310
H -3.3796 -0.9139 0.5896
H -3.3089 -1.9343 -0.8437
H -4.1917 0.5073 -3.0202
H -3.0141 -0.7991 -3.4923
H -2.6085 0.9066 -3.7308
C 0.1273 1.4535 -4.3621
C 0.9252 0.6272 -5.1694
C 0.6864 0.7115 -6.5564
C -0.2643 1.6202 -7.0614
C -0.7973 2.6211 -6.2141
C -0.5711 2.5790 -4.8216
O -0.1191 0.9579 -2.9872
H 0.2849 0.0428 -2.9384
H 1.7064 -0.0240 -4.7350
H 1.2183 0.0434 -7.2433
H -0.5431 1.5705 -8.1278
H -1.4304 3.4005 -6.6524
H -0.9411 3.3599 -4.1420
C -0.8842 2.8086 2.7889
C -0.3899 1.5677 3.5503
C -1.0007 1.5459 4.9444
P -0.5571 0.0324 2.4743
C 0.6868 -1.1572 3.2305
C 0.9114 -1.1088 4.7385
C 0.4809 -2.6024 2.7386
C -2.1975 -0.6992 2.9526
C -2.3531 -1.4836 4.2707
C -3.3495 0.3206 2.8335
H -1.9717 2.7793 2.6162
H -0.3999 2.9376 1.8114
H -0.6513 3.7124 3.3771
H 0.7048 1.6554 3.6591
H -2.0920 1.5457 4.9341
H -0.6522 0.7211 5.5630
H -0.7019 2.4649 5.4635
H 1.6047 -0.7844 2.7449
H 0.0478 -1.4542 5.3154
H 1.7276 -1.7949 4.9898
H 1.2063 -0.1188 5.0899
H 0.2349 -2.6418 1.6641
H 1.4194 -3.1586 2.9214
H -0.3165 -3.1427 3.2730
H -2.3094 -1.4415 2.1424
H -2.2400 -0.8470 5.1596
H -3.3799 -1.8853 4.3122
H -1.6730 -2.3367 4.3460
H -3.2803 0.9410 1.9300
H -4.3121 -0.2203 2.8039
H -3.4071 0.9970 3.6995
*
```

***

2.
Density functional theory data (the ωB97M-V functional and the def2-TZVPD basis) for a cluster of 11 separate species, C26H59F6N5O14P in total.

Calculated values
Energy above the lowest of the compared OMol25 structures with the same formula, charge and spin in kcal/mol: 6.4
Highest occupied orbital energy in eV: -6.8
E_LUMO in eV: 2.12

The geometry in ORCA input format:
```
! wB97M-V def2-TZVPD RIJCOSX def2/J DEFGRID3
* xyz -1 1
P -0.0329 0.2315 -0.4877
F -0.2398 -0.2129 1.0318
F 0.7236 1.6062 0.0426
F 1.3364 -0.6787 -0.5694
F 0.2496 0.6022 -1.9854
F -0.9297 -1.0409 -0.7980
F -1.4157 1.0184 -0.5069
C 2.4031 0.1580 -3.9324
O 1.9950 -0.6487 -5.0331
H 1.7689 1.0423 -3.8708
H 2.3893 -0.4448 -3.0244
H 3.4272 0.5146 -4.0425
H 1.0522 -0.8284 -5.0140
C 0.4245 -2.8608 2.3937
O 0.8740 -2.9894 1.0931
H 1.1177 -2.1735 2.8787
H -0.5904 -2.5114 2.5831
H 0.4870 -3.8220 2.9040
H 0.6875 -2.1482 0.6698
C -3.7113 -0.6397 2.0651
O -3.9945 -1.8154 2.7781
H -2.6815 -0.2963 2.1637
H -3.8449 -0.6097 0.9837
H -4.3989 0.1064 2.4634
H -3.5354 -1.6743 3.6093
C 4.8627 0.2887 0.4084
C 4.0864 -0.3787 1.5405
C 4.7052 -1.6924 2.0707
O 4.4621 -1.5238 3.4602
C 4.1593 -0.2326 3.7272
O 3.9075 0.2209 4.8309
O 4.2111 0.4328 2.6616
H 4.5344 1.2771 0.0869
H 4.9851 -0.2657 -0.5221
H 5.8479 0.5961 0.7592
H 3.0209 -0.4588 1.3253
H 5.7628 -1.7435 1.8123
H 4.2198 -2.5697 1.6432
C -3.8819 -3.0518 -0.7348
C -2.7529 -3.5578 0.1335
C -3.1285 -4.2055 1.4597
O -2.5887 -5.4654 1.3922
C -1.8957 -5.6750 0.1820
O -1.2911 -6.6568 -0.2309
O -2.0255 -4.5436 -0.5708
H -3.4266 -2.5936 -1.6128
H -4.5010 -2.2633 -0.3069
H -4.3615 -3.9649 -1.0875
H -2.1691 -2.6636 0.3520
H -4.2092 -4.3348 1.5172
H -2.6846 -3.6891 2.3108
C 2.0644 6.2681 -2.8590
O 1.5509 7.1426 -3.5866
N 1.3836 5.2219 -2.3601
C 2.0484 4.3145 -1.4473
C -0.1050 5.1668 -2.4275
H 3.1299 6.2658 -2.5817
H 1.8336 3.2665 -1.6561
H 1.7587 4.4332 -0.4032
H 3.1325 4.4277 -1.4436
H -0.6212 5.6609 -1.6044
H -0.3996 5.6709 -3.3479
H -0.4172 4.1250 -2.5011
C -3.3139 4.9632 2.3564
O -3.2634 5.6797 1.3468
N -2.6929 3.8145 2.5471
C -1.8942 3.1739 1.5128
C -2.7817 3.0114 3.7715
H -3.8703 5.2499 3.2622
H -1.8692 3.6672 0.5411
H -2.2809 2.1683 1.3475
H -0.8541 3.1102 1.8325
H -3.0695 1.9809 3.5632
H -1.8953 3.0890 4.4010
H -3.4978 3.4762 4.4492
C 0.7120 1.2811 3.5081
O -0.0045 0.5074 4.1107
N 1.2936 2.3485 4.0824
C 1.8584 3.3385 3.1051
C 1.1059 2.7094 5.4660
H 0.9658 1.1964 2.4401
H 2.5985 4.0319 3.5046
H 1.0330 4.0440 3.0098
H 2.1858 3.0560 2.1045
H 1.9041 3.3958 5.7488
H 0.0818 3.0739 5.5453
H 1.1052 1.8276 6.1066
C -1.5212 -0.8787 -4.0909
O -0.7579 -1.0837 -5.0788
N -2.8306 -0.5881 -4.2001
C -3.5313 -0.0444 -3.0589
C -3.6656 -0.5483 -5.4227
H -1.1257 -0.9078 -3.0638
H -2.9505 -0.1485 -2.1425
H -4.4859 -0.5548 -2.9309
H -3.7907 1.0070 -3.1832
H -3.3423 -1.2248 -6.2138
H -4.7290 -0.7119 -5.2480
H -3.6299 0.4427 -5.8752
C 2.9686 -4.0755 -1.1885
O 3.9447 -4.7094 -0.7427
N 2.1151 -4.3551 -2.2006
C 2.2194 -5.5729 -3.0358
C 1.0782 -3.3658 -2.4889
H 2.7770 -3.0688 -0.7860
H 1.1804 -5.8156 -3.2589
H 2.6989 -6.3743 -2.4736
H 2.7405 -5.4497 -3.9852
H 0.0988 -3.8272 -2.3618
H 1.1213 -2.4528 -1.8950
H 1.0918 -3.0203 -3.5226
*
```